Entry 1:
Here is a molecular structure, C33H24N4O8Pd at a distorted geometry from OMol25. Energies are from the ωB97M-V functional and the def2-TZVPD basis.

Results
Gap between HOMO and LUMO (spin up / spin down) = 4.787 / 6.435 eV
Charge = +1
E_LUMO (spin up / spin down) = -0.1565 / -0.1847 Eh
E_HOMO (spin up / spin down) = -9.0 / -11.5 eV
Multiplicity = 6

Element x y z (Å)
Pd 0.017 -0.025 -0.091
C 3.933 1.326 1.668
O 3.063 0.747 2.647
C 1.987 0.307 1.985
N 1.927 0.619 0.709
C 3.043 1.512 0.413
C 3.781 1.245 -0.875
C 3.596 0.067 -1.582
C 4.244 -0.123 -2.792
C 5.115 0.839 -3.276
C 5.350 1.990 -2.540
C 4.670 2.202 -1.354
C 0.907 -0.383 2.613
C 0.852 -0.899 3.905
C -0.318 -1.491 4.355
C -1.394 -1.654 3.477
C -1.285 -1.164 2.189
N -0.190 -0.460 1.798
C -2.223 -1.314 1.105
N -1.843 -1.080 -0.119
C -2.932 -1.405 -1.021
C -4.074 -1.778 -0.031
O -3.475 -1.724 1.269
C -3.324 -0.325 -2.009
C -2.792 0.958 -1.996
C -3.163 1.862 -2.982
C -4.055 1.498 -3.976
C -4.613 0.229 -3.967
C -4.252 -0.674 -2.987
H 4.747 0.619 1.469
H 4.343 2.251 2.071
H 2.648 2.539 0.349
H 2.963 -0.706 -1.167
H 4.092 -1.029 -3.361
H 5.621 0.687 -4.218
H 6.058 2.724 -2.893
H 4.835 3.108 -0.787
H 1.722 -0.831 4.535
H -0.392 -1.844 5.370
H -2.292 -2.163 3.785
H -2.629 -2.283 -1.613
H -4.465 -2.786 -0.177
H -4.898 -1.059 -0.069
H -2.089 1.271 -1.225
H -2.749 2.859 -2.978
H -4.322 2.194 -4.756
H -5.318 -0.063 -4.730
H -4.685 -1.664 -2.977
O 1.866 -2.704 -5.401
C 1.491 -2.297 -4.351
C 1.461 -2.951 -3.009
O 1.796 -4.123 -2.838
C 0.999 -1.951 -2.051
C 0.694 -0.672 -2.732
O 0.280 0.356 -2.092
C 0.901 -0.785 -4.132
O 0.724 -0.068 -5.081
O 0.846 -2.085 -0.824
O -1.026 1.910 0.786
N -0.783 2.243 2.007
C -1.603 1.840 2.999
C -1.295 2.086 4.317
C -0.146 2.795 4.643
C 0.653 3.254 3.606
C 0.312 2.971 2.305
H -2.495 1.315 2.690
H -1.956 1.727 5.088
H 0.105 3.009 5.668
H 1.541 3.829 3.809
H 0.875 3.317 1.451



Entry 2:
Here is a molecular structure, C32H25N8O5STc from OMol25. Energies are from the ωB97M-V functional and the def2-TZVPD basis.

Results
Gap between HOMO and LUMO (spin up / spin down) = 6.252 / 6.638 eV
Charge = +1
E_LUMO (spin up / spin down) = -0.1569 / -0.1433 Eh
E_HOMO (spin up / spin down) = -10.5 / -10.5 eV
Multiplicity = 2

Element x y z (Å)
Tc 0.178 0.783 1.601
O 1.215 4.420 0.222
C 1.110 3.218 0.245
N 0.216 2.589 1.117
C -0.690 3.537 1.760
C -1.645 2.777 2.612
C -2.731 3.355 3.249
C -3.571 2.552 3.996
C -3.309 1.190 4.090
C -2.221 0.675 3.425
N -1.405 1.463 2.706
C 1.944 2.354 -0.642
C 2.984 2.949 -1.340
C 3.685 2.179 -2.253
C 3.292 0.865 -2.446
C 2.248 0.362 -1.686
N 1.593 1.078 -0.774
H -1.232 4.107 1.004
H -0.112 4.245 2.360
H -2.909 4.415 3.143
H -4.428 2.979 4.498
H -3.946 0.532 4.663
H -1.969 -0.375 3.438
H 3.203 3.993 -1.170
H 4.507 2.601 -2.815
H 3.783 0.232 -3.171
H 1.927 -0.663 -1.829
O 3.176 1.268 4.272
C 2.512 0.759 3.418
O 1.216 1.020 3.221
C 3.006 -0.328 2.506
C 4.115 -1.109 2.775
C 4.241 -2.325 2.108
C 3.263 -2.708 1.193
C 3.057 -4.087 0.708
C 1.956 -4.504 0.072
C 0.870 -3.579 -0.402
C 1.076 -2.173 0.160
C 2.288 -1.769 0.884
N 2.147 -0.616 1.533
H 4.794 -0.809 3.561
H 5.041 -3.006 2.371
H 3.822 -4.811 0.962
H 1.873 -5.553 -0.188
H 0.778 -3.653 -1.488
H 0.714 -1.390 -0.502
N -2.554 -0.701 -6.262
C -2.545 -0.243 -4.975
C -1.526 0.615 -4.530
C -1.514 1.065 -3.228
C -2.508 0.659 -2.343
C -3.521 -0.192 -2.767
C -3.542 -0.638 -4.070
S -2.480 1.253 -0.708
O -3.732 0.993 -0.063
O -1.930 2.578 -0.711
N -1.322 0.349 0.101
C -1.435 -0.936 0.390
N -0.741 -1.245 1.475
C 0.023 -2.448 1.243
C -0.523 -3.588 0.358
C -1.678 -3.062 -0.442
N -2.094 -1.855 -0.432
H -1.953 -0.275 -6.943
H -3.374 -1.159 -6.617
H -0.760 0.940 -5.223
H -0.744 1.750 -2.895
H -4.291 -0.494 -2.070
H -4.339 -1.290 -4.405
H 0.463 -2.821 2.168
H -0.801 -4.529 0.835
H -2.241 -3.765 -1.054



Entry 3:
Here is a single C11H14F6NO4PS molecule at a distorted geometry from OMol25. Energies are from the ωB97M-V functional and the def2-TZVPD basis.

Results
Gap between HOMO and LUMO = 9.188 eV
Charge = 0
E_LUMO = 0.0065 Eh
E_HOMO = -9.0 eV
Multiplicity = 1

Element x y z (Å)
C 2.667 2.854 1.621
C 3.281 1.479 1.420
N 2.860 0.834 0.171
C 1.436 0.621 0.049
O 0.808 0.140 1.219
C 1.049 -1.243 1.296
C 1.158 -1.763 -0.170
P 0.105 -3.162 -0.634
S 0.604 -3.994 -2.320
C 1.190 -0.456 -1.025
C 0.167 -0.127 -2.105
O 0.551 0.116 -3.211
C -1.406 -0.035 -1.956
F -1.924 -1.237 -2.312
F -1.822 0.894 -2.850
C -2.009 0.401 -0.605
F -1.784 -0.589 0.299
F -1.387 1.526 -0.216
C -3.553 0.664 -0.657
F -4.119 -0.057 -1.639
F -3.758 1.980 -0.924
C -4.217 0.390 0.708
O -3.720 0.747 1.734
O -5.403 -0.209 0.568
H 2.691 3.108 2.680
H 3.216 3.621 1.080
H 1.624 2.900 1.320
H 3.109 0.846 2.294
H 4.362 1.598 1.339
H 3.366 -0.036 0.061
H 0.994 1.568 -0.241
H 0.207 -1.701 1.813
H 1.976 -1.466 1.827
H 2.137 -2.217 -0.327
H 0.285 -4.028 0.455
H -1.234 -2.786 -0.530
H 2.099 -0.495 -1.620
H -5.603 -0.686 1.387



Entry 4:
Here is a molecular structure, C5H10HfOP at a distorted geometry from OMol25. Energies are from the ωB97M-V functional and the def2-TZVPD basis.

Results
Gap between HOMO and LUMO (spin up / spin down) = 6.461 / 6.464 eV
Charge = +1
E_LUMO (spin up / spin down) = -0.1524 / -0.1523 Eh
E_HOMO (spin up / spin down) = -10.6 / -10.6 eV
Multiplicity = 1

Element x y z (Å)
C 1.415 0.239 -2.056
C 0.165 0.032 -2.697
C -0.472 -1.250 -2.856
C -0.446 -2.257 -1.874
C -0.233 -2.019 -0.517
Hf 0.222 0.008 -0.400
P -0.377 2.444 0.606
H 2.337 0.675 -2.406
H -0.323 0.818 -3.302
H -0.909 -1.447 -3.846
H -0.284 -2.775 0.258
H -0.641 -3.273 -2.246
H -1.602 2.663 1.339
H -0.356 3.611 -0.229
H 0.504 2.914 1.657
O 1.996 -0.359 0.817
H 2.181 -1.219 1.261
H 2.863 -0.020 0.508



Entry 5:
Here is a single C15H13NO3 molecule at a distorted geometry from OMol25. Energies are from the ωB97M-V functional and the def2-TZVPD basis.

Results
Gap between HOMO and LUMO = 9.371 eV
Charge = 0
E_LUMO = 0.0234 Eh
E_HOMO = -8.7 eV
Multiplicity = 1

Element x y z (Å)
O -2.599 -0.541 -4.578
C -2.496 -0.537 -3.416
N -2.602 -1.788 -2.794
C -1.935 -1.684 -1.572
C -1.841 -0.167 -1.379
O -0.483 0.095 -0.901
C -0.313 1.226 -0.115
C -0.811 2.434 -0.454
C -0.525 3.569 0.243
C 0.263 3.569 1.380
C 0.853 2.337 1.690
C 0.579 1.173 0.976
C 1.250 -0.119 1.323
C 2.588 -0.166 1.517
C 3.310 -1.298 1.707
C 2.655 -2.575 1.749
C 1.258 -2.605 1.560
C 0.568 -1.343 1.327
O -2.089 0.448 -2.654
H -2.500 -2.630 -3.353
H -0.996 -2.199 -1.703
H -2.466 -2.191 -0.783
H -2.622 0.198 -0.730
H -1.478 2.505 -1.350
H -0.959 4.513 -0.090
H 0.525 4.431 2.082
H 1.666 2.276 2.374
H 3.237 0.774 1.538
H 4.388 -1.162 1.858
H 3.328 -3.485 1.792
H 0.764 -3.603 1.597
H -0.519 -1.455 1.159



Entry 6:
Here is a molecular structure, C14H12GaN3S3 from OMol25. Energies are from the ωB97M-V functional and the def2-TZVPD basis.

Results
Gap between HOMO and LUMO = 7.768 eV
Charge = 0
E_LUMO = -0.0110 Eh
E_HOMO = -8.1 eV
Multiplicity = 1

Element x y z (Å)
Ga 1.784 1.038 0.201
S 4.459 3.937 1.920
C 3.375 2.927 1.255
S 2.267 1.958 2.234
S 3.331 2.608 -0.486
C 2.096 -0.889 -0.359
C 1.007 -1.838 0.004
C 0.808 -2.219 1.334
C -0.188 -3.111 1.681
C -1.021 -3.638 0.694
C -0.844 -3.255 -0.635
C 0.158 -2.363 -0.972
C -2.047 -4.579 1.022
N -2.871 -5.342 1.268
H 2.282 -0.885 -1.432
H 3.028 -1.141 0.148
H 1.459 -1.811 2.100
H -0.325 -3.407 2.712
H -1.489 -3.670 -1.398
H 0.297 -2.075 -2.006
N 0.343 2.945 -2.052
C -0.595 2.418 -1.235
C -1.969 2.616 -1.469
C -2.886 2.071 -0.609
C -2.449 1.332 0.496
C -1.103 1.160 0.657
N -0.189 1.674 -0.191
H 0.053 3.613 -2.742
H 1.293 3.015 -1.712
H -2.277 3.200 -2.325
H -3.943 2.217 -0.783
H -3.148 0.902 1.197
H -0.698 0.590 1.485



Entry 7:
Here is 2 unconnected molecules or ions with the total composition C2H7N2O at a distorted geometry from OMol25. Energies are from the ωB97M-V functional and the def2-TZVPD basis.

Results
Gap between HOMO and LUMO = 10.705 eV
Charge = +1
E_LUMO = -0.1567 Eh
E_HOMO = -15.0 eV
Multiplicity = 1

Element x y z (Å)
C 0.510 1.115 1.065
C 1.022 0.676 -1.300
N 0.349 1.807 2.001
N 0.647 0.306 0.099
O -1.831 -2.280 0.217
H 0.861 -0.670 0.238
H 2.019 1.176 -1.322
H 0.140 1.181 -1.829
H 1.080 -0.259 -1.841
H -0.320 2.379 2.504
H -2.469 -2.441 -0.568
H -2.008 -2.988 0.734



Entry 8:
Here is 2 unconnected molecules or ions with the total composition C3H11NO2 at a distorted geometry from OMol25. Energies are from the ωB97M-V functional and the def2-TZVPD basis.

Results
Gap between HOMO and LUMO = 9.469 eV
Charge = 0
E_LUMO = 0.0302 Eh
E_HOMO = -8.6 eV
Multiplicity = 1

Element x y z (Å)
C 1.242 1.245 2.296
N 0.530 1.921 1.220
C 0.450 1.276 -0.069
O -0.310 0.117 -0.027
C -0.169 -0.751 -1.125
H 2.320 1.430 2.150
H 1.067 0.157 2.284
H 0.949 1.638 3.284
H 0.856 2.893 1.141
H -0.065 1.939 -0.791
H 1.442 1.025 -0.493
H -0.237 -0.213 -2.085
H -0.993 -1.483 -1.073
H 0.789 -1.298 -1.096
O -2.256 -3.421 -1.974
H -3.044 -3.339 -2.557
H -2.572 -3.134 -1.087



Entry 9:
Here is 12 unconnected molecules or ions with the total composition C5H37N2O11 at a distorted geometry from OMol25. Energies are from the ωB97M-V functional and the def2-TZVPD basis.

Results
Gap between HOMO and LUMO = 9.248 eV
Charge = +1
E_LUMO = -0.0849 Eh
E_HOMO = -11.6 eV
Multiplicity = 1

Element x y z (Å)
N 1.968 -0.831 0.780
C 1.513 0.401 -0.108
C 1.861 0.172 -1.544
C 1.523 1.288 -2.495
C 1.182 0.647 -3.860
C 0.026 0.532 0.050
N -0.195 1.762 0.896
H 2.716 -0.495 1.398
H 1.133 -1.069 1.339
H 2.168 -1.637 0.161
H 2.149 1.281 0.300
H 1.529 -0.766 -1.886
H 3.013 0.077 -1.836
H 2.351 1.906 -2.496
H 0.661 1.893 -2.308
H 0.601 1.233 -4.674
H 0.550 -0.218 -3.588
H 2.066 0.261 -4.284
H -0.384 0.845 -1.092
H -0.488 -0.401 0.373
H 0.674 2.118 1.379
H -0.673 2.384 0.346
H 3.258 -4.056 -0.044
H 4.489 -3.389 -0.480
O 3.685 -3.267 0.058
H 3.367 2.164 2.691
H 3.988 2.401 1.446
O 3.045 2.123 1.752
H -0.843 4.956 -0.874
H -0.967 4.489 -2.176
O -1.160 4.172 -1.323
H -0.350 -0.318 4.624
H -1.640 -0.954 4.307
O -1.288 -0.154 4.100
H -0.851 -2.555 1.951
H -0.407 -1.430 2.697
O -0.013 -2.074 2.107
H -2.283 -2.294 0.437
H -3.036 -3.258 1.376
O -2.197 -3.048 0.961
H -2.371 2.525 -1.717
H -2.667 1.217 -2.333
O -2.144 1.638 -1.540
H -3.744 1.323 1.716
H -2.473 1.562 1.212
O -3.089 0.898 1.278
H -3.484 -1.317 3.155
H -2.509 -0.338 2.371
O -2.753 -1.248 2.679
H 0.640 -3.562 -0.623
H 0.059 -2.577 -1.424
O 0.793 -2.772 -0.932
H -3.442 -1.265 -1.985
H -2.825 -0.197 -0.736
O -2.726 -0.778 -1.580



Entry 10:
Here is a single C16H13F2NO3 molecule from OMol25. Energies are from the ωB97M-V functional and the def2-TZVPD basis.

Results
Gap between HOMO and LUMO = 9.342 eV
Charge = 0
E_LUMO = 0.0218 Eh
E_HOMO = -8.7 eV
Multiplicity = 1

Element x y z (Å)
O 2.476 -0.990 -2.529
C 1.667 -0.459 -1.805
C 1.796 1.033 -1.471
O 0.722 1.517 -0.676
C 0.043 2.586 -1.116
O 0.300 3.187 -2.120
C -1.113 2.916 -0.185
C -0.767 2.671 1.255
C -0.294 3.688 2.074
C 0.046 3.440 3.392
C -0.078 2.166 3.919
C -0.544 1.133 3.124
C -0.877 1.404 1.813
F -1.333 0.387 1.037
N 0.607 -1.056 -1.211
C 0.194 -2.387 -1.292
C -0.934 -2.761 -0.561
C -1.392 -4.063 -0.601
C -0.741 -5.016 -1.367
C 0.374 -4.625 -2.084
F 1.018 -5.542 -2.834
C 0.860 -3.332 -2.067
H 2.731 1.179 -0.920
H 1.852 1.600 -2.407
H -1.391 3.956 -0.354
H -1.949 2.278 -0.486
H -0.195 4.683 1.668
H 0.410 4.246 4.011
H 0.188 1.972 4.947
H -0.651 0.129 3.505
H 0.038 -0.470 -0.612
H -1.447 -2.024 0.038
H -2.266 -4.341 -0.032
H -1.083 -6.038 -1.412
H 1.732 -3.068 -2.640